[1]
This record from the OMol25 dataset describes a 2-piece molecular cluster, C6H15N4S overall at a distorted geometry. The level of theory is ωB97M-V/def2-TZVPD.

Geometry as ORCA input:
```
! wB97M-V def2-TZVPD RIJCOSX def2/J DEFGRID3
* xyz -1 1
C -0.80411 -3.21539 -0.65062
C -1.14133 1.34663 -0.13564
C 0.64498 0.96156 -1.90547
C -0.97453 -1.93572 0.12262
C -0.38541 0.34119 -1.10493
C 0.09945 -0.87591 -0.24451
N 0.93556 3.25816 2.88886
N 0.35915 -0.49769 2.15826
N 0.77289 -0.30002 1.06543
N 1.30186 2.16829 2.43537
S 2.68446 1.88172 1.52281
H -0.86476 -3.04156 -1.62432
H 0.20108 -3.60526 -0.41711
H -1.52438 -4.05350 -0.47531
H -1.84189 1.84107 -0.66192
H -1.58890 0.73216 0.65478
H -0.66764 2.14686 0.36519
H 1.28293 1.65717 -1.33371
H 1.36042 0.26734 -2.29578
H 0.35488 1.51045 -2.75792
H -0.83618 -2.00104 1.24336
H -2.08652 -1.60112 -0.17115
H -1.29913 0.02892 -1.78393
H 1.00268 -1.32611 -0.58462
H 1.47803 4.05979 2.75470
H 1.53640 0.25201 0.93556
*
```

* lowest unoccupied orbital energy: 3.374 eV
* highest occupied orbital energy: -2.831 eV
* energy relative to the best compared isomer or geometry (same formula, charge and spin): 1.509 eV

***

[2]
This record from the OMol25 dataset describes an isolated ion of composition C6H15N4Si and charge +1 at a distorted geometry. The level of theory is ωB97M-V/def2-TZVPD.

Geometry as ORCA input:
```
! wB97M-V def2-TZVPD RIJCOSX def2/J DEFGRID3
* xyz 1 1
C -0.03050 2.78269 -1.11972
C 0.30316 0.60202 -0.24511
C 2.20060 2.15773 -0.78811
C -0.51943 -2.12233 -1.20424
C -1.87703 -0.77968 1.32623
C 1.27730 -1.71204 1.51625
N 1.16931 3.07984 -1.08000
N -0.50702 1.59595 -0.63509
N 1.60636 0.87185 -0.14002
N -0.96765 3.73414 -1.30212
Si -0.24091 -1.21198 0.43260
H 2.82097 2.01748 -1.68097
H 2.84233 2.67054 0.05019
H -0.66917 -1.44067 -1.97134
H 0.36127 -2.55008 -1.46267
H -1.27973 -2.87919 -1.07873
H -2.44031 -1.36373 2.04423
H -1.61223 0.26134 1.83229
H -2.45584 -0.62239 0.41671
H 0.87127 -2.45797 2.08822
H 2.11365 -2.14810 1.07409
H 1.42218 -1.00417 2.36809
H -1.44716 1.41325 -0.64286
H 2.16326 0.03553 -0.11608
H -0.52100 4.63081 -1.48552
H -1.57410 3.80403 -0.55879
*
```

* lowest unoccupied orbital energy: -3.624 eV
* highest occupied orbital energy: -13.194 eV
* energy relative to the best compared isomer or geometry (same formula, charge and spin): 1.076 eV

***

[3]
This record from the OMol25 dataset describes a 2-piece molecular cluster, C6H15NO overall at a distorted geometry. The level of theory is ωB97M-V/def2-TZVPD.

Geometry as ORCA input:
```
! wB97M-V def2-TZVPD RIJCOSX def2/J DEFGRID3
* xyz 0 1
C 1.18263 0.02878 -2.26667
C 0.18203 0.77109 -1.33075
N 0.90112 1.13218 1.43635
C 0.21922 -0.06308 1.01285
C -0.21298 -0.21344 -0.26278
C -1.12707 -1.25616 -0.66473
C 0.34106 -1.15024 1.98803
H 1.00631 -1.02994 -2.37599
H 2.22719 0.13889 -1.84240
H 1.25312 0.44668 -3.27370
H 0.48925 1.92753 -1.27317
H -0.75006 0.97866 -1.97674
H 1.35788 1.76159 0.89718
H 1.23097 1.10084 2.44905
H -2.21124 -1.08269 -0.38094
H -1.14047 -1.42368 -1.82270
H -0.90717 -2.13862 -0.33162
H 0.61052 -2.05757 1.37611
H 1.00999 -1.18133 2.73997
H -0.73130 -1.41770 2.44663
H -1.62599 1.27336 0.40502
H -1.32201 1.84419 1.84124
O -1.98302 1.61067 1.20979
*
```

* lowest unoccupied orbital energy: 0.829 eV
* highest occupied orbital energy: -7.687 eV
* energy relative to the best compared isomer or geometry (same formula, charge and spin): 3.326 eV

***

[4]
This record from the OMol25 dataset describes a 2-piece molecular cluster, C6H15NO overall at a distorted geometry. The level of theory is ωB97M-V/def2-TZVPD.

Geometry as ORCA input:
```
! wB97M-V def2-TZVPD RIJCOSX def2/J DEFGRID3
* xyz 0 1
C 0.98787 1.84742 -1.57186
C -0.16373 1.55648 -0.60713
N 1.39274 -0.06749 1.16799
C 0.37768 -0.71238 0.40014
C -0.26257 0.03050 -0.51578
C -1.25413 -0.60189 -1.44895
C 0.19736 -2.09779 0.92308
H 0.99311 1.15173 -2.41592
H 1.93033 2.09121 -1.08499
H 0.84378 2.76859 -2.15963
H 0.01139 2.05726 0.35580
H -1.05606 2.05167 -0.96658
H 1.54834 0.85658 0.79338
H 2.25492 -0.52679 1.40386
H -1.27577 -1.65246 -1.17014
H -2.26762 -0.23721 -1.20694
H -1.11794 -0.53647 -2.52695
H 0.35794 -2.13293 2.00194
H -0.80979 -2.44256 0.68020
H 0.89921 -2.83916 0.56510
H -0.79966 0.49319 2.34687
H -1.22021 -0.97357 2.54153
O -1.56720 -0.08393 2.49497
*
```

* lowest unoccupied orbital energy: 0.895 eV
* highest occupied orbital energy: -7.750 eV
* energy relative to the best compared isomer or geometry (same formula, charge and spin): 1.881 eV

***

[5]
This record from the OMol25 dataset describes a single C6H15NO molecule at a distorted geometry. The level of theory is ωB97M-V/def2-TZVPD.

Geometry as ORCA input:
```
! wB97M-V def2-TZVPD RIJCOSX def2/J DEFGRID3
* xyz 0 1
C -0.65415 -0.77257 -3.17897
C -0.72489 0.12553 -1.81514
N 0.06024 -0.57771 -0.76045
C -0.31332 -0.51652 3.02869
C 0.56070 -0.82923 1.79592
C 0.26167 0.16343 0.61902
C 1.33549 1.26402 0.34741
O 0.57474 2.54007 0.12670
H -1.40929 -0.43046 -3.89895
H -0.89278 -1.83564 -2.90890
H 0.24034 -0.70580 -3.62797
H -0.31075 1.27069 -1.94968
H -1.76684 0.33198 -1.60044
H -0.21650 -1.49778 -0.38684
H -1.34024 -0.60941 2.84614
H -0.24837 0.60057 3.26536
H -0.12608 -1.21766 3.75624
H 0.16167 -1.82312 1.42217
H 1.67467 -1.04510 1.80352
H -0.69547 0.50888 0.84484
H 1.84354 1.58864 1.32372
H 2.05220 1.07074 -0.39353
H -0.06657 2.39646 -0.65885
*
```

* lowest unoccupied orbital energy: 1.000 eV
* highest occupied orbital energy: -8.801 eV
* energy relative to the best compared isomer or geometry (same formula, charge and spin): 3.532 eV

***

[6]
This record from the OMol25 dataset describes a 2-piece molecular cluster, C6H15NO overall at a distorted geometry. The level of theory is ωB97M-V/def2-TZVPD.

Geometry as ORCA input:
```
! wB97M-V def2-TZVPD RIJCOSX def2/J DEFGRID3
* xyz 0 1
C -2.12312 0.64777 -1.50236
C -0.97548 0.51772 -0.54403
C 0.51733 0.88340 -1.02569
C 1.18611 -0.01439 -0.02761
C 1.50693 0.39834 1.16331
C 1.06909 -1.86945 -1.79216
N 1.48597 -1.32301 -0.50505
H -1.73993 0.85527 -2.59187
H -2.66295 -0.22977 -1.51988
H -2.65285 1.62422 -1.05439
H -1.05149 1.21259 0.27830
H -0.94500 -0.47768 -0.19666
H 0.53944 2.03864 -0.89361
H 0.77904 0.52476 -2.13880
H 1.97693 -0.17660 2.00984
H 1.44423 1.46554 1.49759
H 1.67742 -2.62772 -1.84913
H 1.25334 -1.09695 -2.60920
H 0.14869 -2.38131 -1.95495
H 1.23486 -1.99805 0.25601
H -0.21206 0.34830 4.93651
H -1.47033 1.05225 4.66885
O -0.98616 0.62615 5.39500
*
```

* lowest unoccupied orbital energy: 0.688 eV
* highest occupied orbital energy: -8.159 eV
* energy relative to the best compared isomer or geometry (same formula, charge and spin): 4.053 eV

***

[7]
This record from the OMol25 dataset describes a 2-piece molecular cluster, C6H15NO overall at a distorted geometry. The level of theory is ωB97M-V/def2-TZVPD.

Geometry as ORCA input:
```
! wB97M-V def2-TZVPD RIJCOSX def2/J DEFGRID3
* xyz 0 1
C -2.51818 -0.18033 1.69635
C -1.84919 -1.47708 1.28648
C -0.26203 -1.46685 1.44987
C 0.39034 -0.90430 0.22784
C 1.64143 -0.43171 0.25641
N 2.16696 0.35847 -0.79859
C 1.60502 0.41302 -2.15693
H -2.16498 0.71102 1.16860
H -3.60606 -0.33068 1.51419
H -2.51925 -0.16214 2.79115
H -2.11990 -1.76165 0.25302
H -2.25492 -2.29696 1.89843
H -0.04205 -2.51984 1.61632
H -0.10731 -0.76882 2.26879
H -0.29703 -0.86134 -0.61687
H 2.34854 -0.75011 1.00180
H 3.16446 0.44701 -0.70028
H 0.57620 0.05549 -2.25235
H 2.20108 -0.08869 -2.88909
H 1.50883 1.48273 -2.31104
H -1.56185 2.99969 -1.55807
H -0.38154 2.35629 -0.88168
O -0.60278 2.93695 -1.63322
*
```

* lowest unoccupied orbital energy: 0.847 eV
* highest occupied orbital energy: -7.610 eV
* energy relative to the best compared isomer or geometry (same formula, charge and spin): 2.395 eV

***

[8]
This record from the OMol25 dataset describes a 2-piece molecular cluster, C6H15NO overall at a distorted geometry. The level of theory is ωB97M-V/def2-TZVPD.

Geometry as ORCA input:
```
! wB97M-V def2-TZVPD RIJCOSX def2/J DEFGRID3
* xyz 0 1
C 1.15012 -2.01182 1.46251
C 1.39515 -0.84213 0.56752
C 0.35290 -1.12784 -0.53173
C -0.66277 0.05152 -0.80228
C -1.96721 -0.25508 -0.90639
C 1.05144 1.65433 -1.54046
N -0.22349 1.35296 -1.01622
H 0.93343 -2.91691 0.90674
H 2.02730 -2.14707 2.30252
H 0.31520 -1.86307 1.96325
H 1.24367 0.03786 0.97676
H 2.42950 -0.93863 0.18878
H -0.01551 -2.18676 -0.28015
H 0.97620 -1.16958 -1.56356
H -2.65753 0.35367 -1.50189
H -2.52762 -0.89118 -0.38238
H 1.39309 2.41663 -0.77525
H 0.97757 2.20779 -2.50776
H 1.66774 0.83060 -1.54468
H -0.96430 2.10425 -0.99745
H -1.95181 1.07712 2.15111
H -2.39932 2.55671 2.10131
O -2.54376 1.70663 1.72968
*
```

* lowest unoccupied orbital energy: 0.740 eV
* highest occupied orbital energy: -7.376 eV
* energy relative to the best compared isomer or geometry (same formula, charge and spin): 4.297 eV

***

[9]
This record from the OMol25 dataset describes a 3-piece molecular cluster, C6H15NO overall at a distorted geometry. The level of theory is ωB97M-V/def2-TZVPD.

Geometry as ORCA input:
```
! wB97M-V def2-TZVPD RIJCOSX def2/J DEFGRID3
* xyz 0 1
C -0.28744 -0.34930 -1.12754
C 1.51883 -0.81032 0.55440
C -0.41747 0.25036 0.11118
C 1.36638 -1.08862 2.02364
C -2.29375 0.98187 -1.36025
C 0.03709 1.64542 0.40739
N -0.71864 -1.60886 -1.41791
O 2.60381 0.00305 0.20809
H 2.62580 0.76431 0.79900
H 0.41725 0.08597 -1.82930
H 1.58858 -1.71134 -0.04879
H -1.07635 -0.22091 0.82964
H -1.63769 -1.88132 -1.10280
H -0.49326 -1.97918 -2.32640
H 1.16311 -0.17542 2.59356
H 0.53807 -1.77896 2.19357
H 2.27228 -1.54541 2.44709
H 0.71667 2.01082 -0.36300
H -2.86662 0.25699 -1.93705
H -2.87191 1.34098 -0.51021
H -1.91704 1.79608 -1.97707
H 0.54762 1.69183 1.37306
H -0.81531 2.32197 0.45970
*
```

* lowest unoccupied orbital energy (spin up / spin down): 0.967 / 0.970 eV
* highest occupied orbital energy (spin up / spin down): -6.233 / -5.676 eV
* energy relative to the best compared isomer or geometry (same formula, charge and spin): 6.144 eV

***

[10]
This record from the OMol25 dataset describes a 2-piece molecular cluster, C6H15NO2 overall at a distorted geometry. The level of theory is ωB97M-V/def2-TZVPD.

Geometry as ORCA input:
```
! wB97M-V def2-TZVPD RIJCOSX def2/J DEFGRID3
* xyz 0 1
C -0.28755 1.18276 1.06318
C -1.22170 0.53723 2.02909
C -0.91106 2.09192 0.05381
C 1.08172 1.17213 1.27558
N -0.70099 -1.90046 0.22251
O -0.57988 -0.71626 -0.55443
H -0.98377 -2.64127 -0.41819
H 0.24602 -2.11057 0.55091
H -0.71029 -0.15542 2.69234
H -1.99125 -0.02894 1.51029
H -1.72002 1.31938 2.60549
H -1.67134 1.55768 -0.51493
H -0.17571 2.51305 -0.62869
H -1.39986 2.91549 0.57983
H 1.43259 0.84451 2.24844
H 1.55368 0.07257 0.38629
H 1.65797 1.98979 0.85572
C 0.78381 -1.69600 -2.42174
C 0.76074 -0.66228 -1.30963
O 1.75888 -0.80203 -0.42365
H 0.66907 0.35628 -1.72326
H 0.81440 -2.70130 -2.00504
H -0.09090 -1.58511 -3.05948
H 1.68545 -1.55314 -3.01443
*
```

* lowest unoccupied orbital energy: 0.739 eV
* highest occupied orbital energy: -8.722 eV
* energy relative to the best compared isomer or geometry (same formula, charge and spin): 4.350 eV

***

[11]
This record from the OMol25 dataset describes a 2-piece molecular cluster, C6H15NO2 overall at a distorted geometry. The level of theory is ωB97M-V/def2-TZVPD.

Geometry as ORCA input:
```
! wB97M-V def2-TZVPD RIJCOSX def2/J DEFGRID3
* xyz 0 1
C 0.32078 0.82468 0.72431
C -0.13002 0.60375 -0.72322
C 0.96743 -1.13536 0.89799
C -1.77029 -1.26466 -0.37831
C -1.23476 1.55377 -1.19022
C 2.37112 -1.08082 0.35787
N -0.44394 -0.82681 -0.80672
O -0.75732 0.90435 1.64332
O 1.02639 2.05554 0.72573
H -1.19418 1.76597 1.53094
H 1.51199 2.10264 1.55610
H -0.21128 -1.20263 -1.71964
H 0.75790 0.76148 -1.33935
H 0.51920 -2.11943 0.76310
H 0.88412 -0.99031 1.96823
H -1.75910 -2.35221 -0.29358
H -1.97139 -0.85098 0.60758
H -2.56601 -0.93920 -1.05585
H -0.87448 2.57554 -1.06771
H -2.14212 1.43563 -0.59795
H -1.49496 1.38381 -2.23656
H 2.89958 -0.21817 0.75931
H 2.37469 -0.98810 -0.73015
H 2.91662 -1.99846 0.60476
*
```

* lowest unoccupied orbital energy: 0.797 eV
* highest occupied orbital energy: -7.635 eV
* energy relative to the best compared isomer or geometry (same formula, charge and spin): 4.523 eV

***

[12]
This record from the OMol25 dataset describes C6H15NO2Rb as an isolated structure at a distorted geometry. The level of theory is ωB97M-V/def2-TZVPD.

Geometry as ORCA input:
```
! wB97M-V def2-TZVPD RIJCOSX def2/J DEFGRID3
* xyz 1 1
Rb -1.18926 -2.56919 0.70002
C -1.58084 3.39195 2.04171
O -0.56584 2.48161 1.57085
C -0.57769 1.17772 2.15741
C 0.50730 0.30485 1.53868
N 0.19757 0.06445 0.11015
C 1.35096 -0.41434 -0.66593
C 0.89208 -1.05552 -1.99138
O 0.08309 -2.24590 -1.77859
C 0.02576 -3.06665 -2.98182
H -1.34478 3.52564 3.09741
H -2.60863 3.04508 1.93484
H -1.36634 4.27812 1.44438
H -1.57072 0.85196 1.84777
H -0.36177 1.32270 3.21592
H 0.47223 -0.67845 2.00772
H 1.44594 0.82366 1.73337
H -0.04663 0.99644 -0.19293
H 1.96063 -1.04440 -0.01830
H 2.06657 0.37944 -0.88020
H 1.80219 -1.34289 -2.51791
H 0.45168 -0.29117 -2.63162
H -0.27518 -2.61427 -3.92674
H -0.75357 -3.76273 -2.67163
H 0.98523 -3.55809 -3.14315
*
```

* lowest unoccupied orbital energy: -3.416 eV
* highest occupied orbital energy: -12.712 eV
* energy relative to the best compared isomer or geometry (same formula, charge and spin): 0.811 eV